{"formula": "C9H15N2O", "method": "wB97M-V/def2-TZVPD", "symbols": ["O", "N", "N", "C", "C", "C", "C", "C", "C", "C", "C", "C", "H", "H", "H", "H", "H", "H", "H", "H", "H", "H", "H", "H", "H", "H", "H"], "coordinates": [[-0.2046, -2.1765, -0.4603], [2.3123, -0.6625, -0.3543], [-4.0013, -0.0478, 0.1743], [-3.1183, -1.0041, -0.1101], [2.9391, -1.3049, 0.7965], [1.4931, 0.3550, -0.3062], [1.2490, 1.0701, 1.0457], [-3.4008, 1.1841, 0.2898], [-2.0659, 0.9146, 0.1572], [-0.4886, -0.9245, -0.3326], [1.2387, 1.1969, -1.5141], [-1.8346, -0.4980, -0.1293], [-3.5312, -1.8795, -0.5016], [1.3326, 0.5144, -2.4546], [2.2004, -2.0702, 1.0857], [0.6554, 0.5731, 1.7802], [-4.9546, -0.3614, 0.3838], [-4.0167, 2.0021, 0.5675], [3.7837, -1.8040, 0.5335], [0.6982, -2.5352, -0.5733], [1.8422, 2.0056, -1.5499], [3.0494, -0.5562, 1.6537], [-1.2448, 1.5963, 0.3670], [2.2694, 1.3144, 1.4041], [0.7006, 2.0756, 0.8032], [2.7589, -0.7093, -1.2215], [0.3385, 1.7320, -1.5345]], "forces_ev_per_a": [[-1.5, -1.3, 0.0], [1.1, 0.5, 0.3], [-0.8, -1.1, -0.2], [-0.2, -0.3, -0.4], [-3.8, 1.6, 1.8], [-3.3, 0.9, 2.0], [0.2, 2.2, -2.0], [0.8, -1.3, 0.6], [0.7, 0.9, 0.2], [1.3, 1.0, 0.1], [-0.4, -4.4, -1.8], [0.2, 1.5, 0.2], [-0.1, -1.7, 0.0], [-0.1, 1.6, 1.4], [0.4, 0.2, 0.6], [-0.1, -0.6, 0.4], [0.4, 1.0, -0.4], [0.1, 0.8, 0.1], [2.6, -1.0, -0.8], [0.0, 1.3, 0.0], [3.1, 2.3, -0.2], [0.2, -1.3, -1.2], [-0.5, 0.0, -0.4], [-0.7, 0.1, 0.2], [1.2, -1.8, 0.6], [1.0, -0.7, -1.5], [-2.0, -0.2, 0.2]], "de_lowest_kcal_mol": 86.6, "charge": 1}